1.
Computed, not measured: 8 unconnected molecules or ions with the total composition C9H35N2O8 at a distorted geometry, with ωB97M-V/def2-TZVPD.

Last column: Löwdin charge in e.
CARTESIAN COORDINATES (ANGSTROEM)
C 0.4499 0.5939 1.2376  -0.286
O 0.8361 1.2834 2.4033  -0.441
H 0.5846 -0.4883 1.3905  0.050
H -0.6165 0.8287 1.0405  0.052
H 0.9837 1.0191 0.3674  0.050
O 2.8374 1.3176 4.5055  -0.090
H 2.1524 1.1263 3.8354  -0.016
H 2.5612 0.7908 5.2612  0.018
O -2.2709 1.8872 3.0081  -0.072
H -1.3703 1.5175 2.9704  0.003
H -2.1334 2.8358 3.0215  0.007
O 0.4811 -1.0154 4.1869  -0.082
H 0.4945 -0.2536 3.5723  -0.015
H -0.1841 -1.6067 3.8262  0.015
O 0.2408 3.6390 3.9212  -0.081
H 0.2877 2.8569 3.3229  -0.008
H -0.6256 4.0253 3.7783  -0.002
O 3.2630 2.7012 2.1193  -0.086
H 2.3349 2.4057 2.0216  -0.011
H 3.3786 3.4439 1.5215  0.010
C 1.5947 3.5121 -2.2876  -0.066
C 0.2132 3.3632 -2.8772  -0.452
C -0.3319 1.9515 -2.7280  -0.217
O -1.6097 1.9479 -3.3331  -0.205
C -2.2715 0.7055 -3.1941  -0.105
N -0.7000 4.3828 -2.3513  0.043
H 2.0339 4.4792 -2.5416  0.077
H 2.2452 2.7051 -2.6227  0.078
H 1.5608 3.5309 -1.1931  0.077
H 0.2601 3.5155 -3.9628  0.132
H -0.4242 1.6263 -1.6821  0.119
H 0.3362 1.2411 -3.2391  0.128
H -2.2638 0.3688 -2.1506  0.087
H -1.7848 -0.0657 -3.8023  0.086
H -3.2986 0.8629 -3.5146  0.084
H -0.5012 4.5478 -1.3684  0.067
H -1.6434 4.0070 -2.3692  0.061
C -2.0453 -5.2879 0.4389  -0.073
C -1.3674 -4.7026 -0.7910  -0.451
C -0.2514 -3.7302 -0.4247  -0.230
O 0.3356 -3.2878 -1.6230  -0.205
C 1.4931 -2.4947 -1.3731  -0.087
N -0.9433 -5.8030 -1.6702  0.036
H -2.8948 -5.8830 0.1080  0.071
H -2.3502 -4.5472 1.1771  0.076
H -1.3562 -5.9864 0.9267  0.076
H -2.0893 -4.1157 -1.3703  0.138
H 0.4687 -4.2745 0.2039  0.131
H -0.6975 -2.8577 0.0669  0.131
H 2.1919 -3.0896 -0.7692  0.087
H 1.2209 -1.5982 -0.8121  0.076
H 1.9994 -2.2998 -2.3138  0.083
H -0.0989 -6.2237 -1.2943  0.070
H -0.7153 -5.4079 -2.5738  0.063

**Highest occupied orbital energy**: -5.1203 eV
**Total charge**: -1
**Calculated total energy**: -29261.3226 eV
**F_max**: 1.9 eV Å⁻¹
**HOMO-LUMO gap**: 7.70 eV
**LUMO**: 2.578 eV

2.
Computed, not measured: 9 unconnected molecules or ions with the total composition C9H35NO10 at a distorted geometry, with ωB97M-V/def2-TZVPD.

Last column: Löwdin spin population.
CARTESIAN COORDINATES (ANGSTROEM)
C 2.9179 -1.5965 -3.5905  0.000
O 2.1711 -1.9140 -4.7270  0.000
H 3.4090 -2.5104 -3.2560  0.000
H 3.5818 -0.7332 -3.6367  0.000
H 2.2970 -1.4797 -2.7023  0.000
H 2.7226 -2.2418 -5.4412  0.000
C 0.3040 0.8810 -4.1967  0.009
O 0.2691 1.3813 -5.5139  0.037
H 1.2821 0.6294 -3.7865  0.000
H -0.1945 1.5812 -3.5264  0.003
H -0.3176 -0.0095 -4.1040  0.005
H 1.1303 1.1363 -5.8600  0.000
C -4.2023 -1.6636 -0.5786  0.000
O -4.9889 -1.2412 -1.7415  0.000
H -4.7427 -1.3336 0.3086  0.000
H -4.0804 -2.7398 -0.4563  0.000
H -3.2306 -1.1884 -0.7131  0.000
H -4.8486 -1.7893 -2.5171  0.000
C -1.3480 -1.5038 4.1830  0.000
O -2.0890 -0.3444 3.7570  0.000
H -1.2951 -1.5247 5.2715  0.000
H -1.7896 -2.4444 3.8537  0.000
H -0.3407 -1.3521 3.7952  0.000
H -3.0047 -0.5729 3.9325  0.000
C 3.7239 -3.5813 0.6464  0.000
O 4.7646 -4.1034 1.4964  0.000
H 2.8069 -3.5576 1.2353  0.000
H 3.9461 -2.5954 0.2380  0.000
H 3.5947 -4.2932 -0.1689  0.000
H 4.5964 -3.7826 2.3854  0.000
C 1.8500 3.2967 1.0038  0.080
O 0.7237 4.0264 0.5061  0.509
H 2.4405 3.0351 0.1257  0.052
H 2.5117 3.8797 1.6444  0.015
H 1.5655 2.4000 1.5543  0.006
H -0.0315 3.4565 0.3433  0.002
C -2.3672 1.4863 -1.1413  0.003
O -1.8138 2.7105 -0.6511  0.021
H -3.1100 1.9417 -1.7962  0.001
H -1.6381 0.8873 -1.6869  0.002
H -2.8586 0.8432 -0.4112  0.000
H -1.5886 3.2566 -1.4079  0.000
C -0.8396 2.6792 3.6832  0.035
O -0.1734 1.5018 4.1267  0.187
H -1.6209 2.3824 2.9834  0.002
H -1.1036 3.2473 4.5752  0.022
H -0.2173 3.3505 3.0915  0.007
H -0.8503 0.8276 4.2205  0.002
C -0.0877 0.0719 1.1764  0.000
N 0.8242 -0.2938 0.0715  0.000
O 1.3919 -1.3622 0.1212  0.001
O 0.8562 0.4712 -0.8771  0.000
H 0.4128 -0.2458 2.0911  0.000
H -1.0117 -0.4905 1.0424  0.000
H -0.3095 1.1283 1.0251  0.000

**Spin multiplicity**: 2
**Highest occupied orbital energy (alpha / beta)**: -12.1725 / -12.1539 eV
**Total charge**: +1
**Calculated total energy**: -31848.2560 eV
**F_max**: 2.3 eV Å⁻¹
**HOMO-LUMO gap (alpha / beta)**: 9.18 / 2.15 eV
**LUMO (alpha / beta)**: -2.992 / -10.008 eV

3.
Computed, not measured: a molecular structure, C9H36AsF6N18O9 at a distorted geometry, with ωB97M-V/def2-TZVPD.

Last column: Löwdin charge in e.
CARTESIAN COORDINATES (ANGSTROEM)
As 0.6206 -0.7860 -0.2528  0.910
F 0.4967 -1.5196 1.3782  -0.274
F -0.0354 -2.2284 -1.0126  -0.233
F 0.6668 -0.0491 -1.8349  -0.243
F 1.1821 0.7719 0.3724  -0.274
F 2.2804 -1.4536 -0.3437  -0.266
F -1.0662 -0.1325 0.1067  -0.295
C 4.8997 -1.4772 1.7862  -0.717
O 5.8238 -1.0303 2.4747  0.010
N 5.1341 -1.9474 0.5602  0.133
N 3.6538 -1.8321 2.1517  0.162
H 6.0775 -2.1918 0.3109  0.104
H 4.4448 -1.8685 -0.1673  0.072
H 3.0533 -2.1884 1.4318  0.056
H 3.2566 -1.3627 2.9538  0.103
C 0.2542 1.6428 -5.2450  -0.694
O -0.7119 0.9157 -5.0809  0.026
N 0.6001 2.1788 -6.4097  0.161
N 1.1095 1.9171 -4.2501  0.173
H 0.0560 1.8879 -7.2055  0.112
H 1.3265 2.8506 -6.5762  0.102
H 0.9633 1.3729 -3.4141  0.077
H 1.8873 2.5389 -4.3711  0.099
C -1.1108 -5.4097 1.5833  -0.708
O -2.0455 -5.3285 0.8022  0.028
N -0.0443 -4.5881 1.4318  0.163
N -1.0299 -6.2902 2.5828  0.156
H -0.1661 -4.0132 0.6128  0.079
H 0.7648 -4.6540 2.0215  0.094
H -0.2207 -6.1906 3.1719  0.093
H -1.9105 -6.5987 2.9608  0.113
C -1.0753 -0.6478 4.8642  -0.691
O -1.8033 -0.4309 5.8152  0.024
N -1.1810 -0.0230 3.6712  0.156
N -0.1930 -1.7016 4.7395  0.142
H -0.6271 -0.1798 2.8469  0.060
H -1.7886 0.7795 3.7195  0.104
H 0.3418 -1.9116 3.9165  0.069
H -0.1741 -2.3269 5.5273  0.094
C 1.0203 4.5934 -0.1283  -0.714
O 1.1982 5.7341 -0.5843  -0.001
N 0.3860 4.2392 0.9789  0.164
N 1.6360 3.5411 -0.7149  0.149
H 0.0444 4.9655 1.5875  0.121
H 0.4653 3.3192 1.3811  0.106
H 2.2745 3.6294 -1.4838  0.106
H 1.4016 2.6066 -0.4074  0.053
C -3.0054 -1.5051 -3.4394  -0.709
O -3.4955 -2.1899 -2.5638  0.042
N -3.7361 -0.9028 -4.4168  0.145
N -1.6986 -1.2251 -3.6046  0.158
H -4.6484 -1.2313 -4.6797  0.098
H -3.2873 -0.3280 -5.1097  0.083
H -0.9823 -1.7309 -3.1155  0.078
H -1.4998 -0.4520 -4.2267  0.033
C -4.2309 -1.9369 0.5372  -0.718
O -5.2802 -2.5612 0.3937  -0.006
N -4.2486 -0.5697 0.7143  0.146
N -3.0408 -2.4603 0.3838  0.181
H -3.4201 -0.0027 0.6646  0.048
H -5.0960 -0.1305 1.0245  0.091
H -2.9285 -3.4622 0.3289  0.080
H -2.2070 -1.8908 0.4549  0.059
C 3.8786 2.3609 2.6800  -0.699
O 3.8844 1.4487 3.4782  0.035
N 3.6288 2.1777 1.3652  0.159
N 4.1481 3.6671 2.9975  0.147
H 3.4030 1.2480 1.0593  0.087
H 3.4857 3.0470 0.8820  0.068
H 4.5537 3.8912 3.8872  0.103
H 4.2220 4.2246 2.1650  0.084
C -2.9809 2.7680 -1.5829  -0.701
O -3.8789 3.0704 -2.3864  -0.008
N -2.5940 1.5240 -1.3115  0.171
N -2.3122 3.6998 -0.8940  0.155
H -1.6671 1.3255 -0.9792  0.057
H -3.0752 0.7558 -1.7541  0.103
H -2.4565 4.6912 -0.9828  0.105
H -1.5704 3.5572 -0.2279  0.058

**Highest occupied orbital energy**: -6.2618 eV
**Total charge**: -1
**Calculated total energy**: -132325.3126 eV
**F_max**: 3.9 eV Å⁻¹
**HOMO-LUMO gap**: 7.97 eV
**ΔE to the lowest compared entry with this formula, charge and spin**: 35.0 kcal/mol
**LUMO**: 1.705 eV

4.
Computed, not measured: 10 unconnected molecules or ions with the total composition C9H36N9O12 at a distorted geometry, with ωB97M-V/def2-TZVPD.

Last column: Löwdin spin population.
CARTESIAN COORDINATES (ANGSTROEM)
O -0.0265 -1.6078 -0.6318  0.000
C -0.3118 -0.5628 0.2359  0.000
O 0.0166 0.5309 -0.2425  0.003
O -0.8362 -0.6818 1.3097  0.003
H 0.5123 -1.1021 -1.2446  0.000
C -4.2846 -3.0235 2.4870  0.000
O -4.8847 -1.9916 2.2703  0.006
N -2.9954 -3.1371 2.4133  0.000
N -4.8806 -4.1420 2.6614  0.000
H -2.5371 -3.9396 2.8209  0.000
H -2.5144 -2.2490 2.4034  0.000
H -5.7289 -4.1394 2.1132  0.000
H -4.2900 -4.9608 2.6355  0.000
C -3.5795 1.4676 1.3685  0.075
O -4.6072 2.0585 1.7120  0.707
N -2.7656 1.9258 0.5714  -0.006
N -3.3417 0.3341 1.9030  0.198
H -3.1458 2.7839 0.1983  0.000
H -2.0008 1.3693 0.2170  0.002
H -2.4238 -0.0472 1.7236  0.008
H -3.9279 -0.2073 2.5222  0.002
C 1.7204 3.5992 -1.2835  0.000
O 2.1770 4.6415 -1.7549  0.000
N 1.6590 2.4471 -1.8293  0.000
N 1.1299 3.5442 -0.0908  0.000
H 1.1293 1.7259 -1.3610  0.000
H 1.7881 2.4728 -2.8307  0.000
H 0.5989 2.7056 0.0964  0.000
H 1.0537 4.4132 0.4182  0.000
C -1.7946 1.0196 -3.7257  0.000
O -0.8787 1.6883 -3.9728  0.000
N -2.0320 0.5478 -2.4805  0.000
N -2.6252 0.6298 -4.6372  0.000
H -1.3381 0.8601 -1.8164  0.000
H -2.9512 0.1383 -2.3940  0.000
H -2.5801 0.9914 -5.5792  0.000
H -3.5055 0.3560 -4.2246  0.000
C 5.1039 2.5880 0.3225  0.000
C 5.1357 1.2058 -0.3842  0.000
C 4.1121 0.1823 0.2196  0.000
O 4.0820 -1.0144 -0.5775  0.000
C 3.3842 -2.1909 -0.0830  0.000
N 4.9614 1.3257 -1.7789  0.000
H 5.4619 3.4334 -0.2651  0.000
H 5.6676 2.3805 1.2320  0.000
H 4.0763 2.8495 0.5752  0.000
H 6.0929 0.7235 -0.1859  0.000
H 3.0850 0.5410 0.2878  0.000
H 4.3191 -0.0184 1.2708  0.000
H 4.0275 -2.6483 0.6687  0.000
H 3.0780 -2.8824 -0.8679  0.000
H 2.4833 -1.8152 0.4023  0.000
H 4.0103 1.6305 -1.9288  0.000
H 4.9763 0.3882 -2.1541  0.000
O -1.5951 -3.7453 -0.5339  0.000
H -0.7682 -3.2856 -0.3886  0.000
H -2.1002 -3.5887 0.2640  0.000
O 1.2964 1.8423 2.5141  0.000
H 0.8480 1.3462 1.8293  0.000
H 1.3889 1.2227 3.2378  0.000
O -2.5382 -2.2186 -2.7987  0.000
H -2.2411 -2.9816 -2.3030  0.000
H -1.7565 -1.6742 -2.8928  0.000
O -0.6950 -1.2412 4.4484  0.000
H -0.7447 -0.8027 3.5990  0.000
H -0.1491 -2.0112 4.2893  0.000

**Spin multiplicity**: 2
**Highest occupied orbital energy (alpha / beta)**: -8.5489 / -8.5489 eV
**Total charge**: 0
**Calculated total energy**: -47897.1058 eV
**F_max**: 6.5 eV Å⁻¹
**HOMO-LUMO gap (alpha / beta)**: 8.27 / 2.90 eV
**LUMO (alpha / beta)**: -0.279 / -5.648 eV

Q: The lowest calculated total energy belongs to which entry?
A: C9H36AsF6N18O9